# 1
DFT (wB97M-V/def2-TZVPD) results for 15 unconnected molecules or ions with the total composition C2H35N2O14.

Calculated values
M	311.30	g mol⁻¹
gap between HOMO and LUMO	8.849	eV
energy	-34281.7419	eV

Structure (ORCA input):
```
! RIJCOSX wB97M-V def2-TZVPD def2/J DEFGRID3
* xyz 1 1
C -0.373 1.389 0.824
C -0.622 1.569 -0.470
N -1.455 2.541 -0.958
N 0.645 0.508 1.407
H -0.950 1.979 1.514
H -0.127 1.109 -1.316
H -1.825 2.429 -1.889
H -2.002 3.228 -0.464
H 1.601 0.895 1.396
H 0.750 -0.236 0.709
H 0.320 0.124 2.302
H -1.097 -0.869 -2.438
H -1.593 -0.566 -3.901
O -1.852 -0.575 -2.982
H -3.121 -2.452 -1.011
H -2.880 -2.738 0.464
O -2.428 -2.712 -0.385
H -2.924 1.743 3.258
H -2.573 0.171 3.432
O -2.251 1.058 3.273
H -0.076 4.261 -1.358
H 0.985 4.463 -0.171
O 0.602 4.815 -0.974
H -0.174 -0.712 4.687
H -0.140 -1.908 3.816
O -0.138 -0.944 3.751
H -3.311 -0.506 -1.530
H -4.433 0.384 -0.977
O -4.271 -0.413 -1.488
H 2.238 -2.359 0.038
H 3.072 -1.790 1.293
O 2.414 -1.588 0.626
H 2.714 -0.574 -3.610
H 3.002 -2.020 -3.714
O 2.838 -1.346 -3.043
H -0.022 3.426 3.082
H -0.916 2.415 3.607
O -0.869 3.389 3.556
H 3.327 3.338 1.156
H 2.506 3.394 -0.035
O 2.391 3.313 0.923
H 2.321 -4.236 -1.040
H 0.827 -3.903 -0.703
O 1.738 -3.937 -0.336
H -0.761 -2.012 -0.925
H 0.728 -1.789 -1.350
O -0.083 -1.340 -1.088
H 2.520 0.124 -0.097
H 3.959 0.391 0.189
O 3.134 0.859 0.026
H -1.020 -3.689 -1.885
H -0.241 -4.261 -3.025
O -0.105 -3.843 -2.165
*
```

Formally, the natural (NBO) partial charges of the atoms, in units of the elementary charge, are as follows: -0.200 0.040 -0.828 -0.734 0.226 0.219 0.401 0.405 0.465 0.463 0.469 0.492 0.486 -1.001 0.507 0.500 -0.987 0.503 0.496 -0.985 0.478 0.480 -0.966 0.496 0.492 -0.963 0.479 0.472 -0.954 0.514 0.493 -1.028 0.477 0.473 -0.948 0.464 0.471 -0.936 0.481 0.481 -0.957 0.487 0.506 -0.966 0.504 0.503 -0.989 0.482 0.480 -0.965 0.493 0.502 -0.973

---

# 2
DFT (wB97M-V/def2-TZVPD) results for 2 unconnected molecules or ions with the total composition C3H8ClN2.

Calculated values
M	107.56	g mol⁻¹
gap between HOMO and LUMO (spin up / spin down)	4.204 / 7.318	eV
energy	-18730.4323	eV

Structure (ORCA input):
```
! RIJCOSX wB97M-V def2-TZVPD def2/J DEFGRID3
* xyz 1 3
C 1.938 -1.513 -0.025
C -2.590 0.406 -0.096
C 1.970 -0.075 -0.276
N -0.551 1.505 0.052
N -1.776 1.484 0.341
Cl 2.765 0.894 0.772
H 1.086 -1.770 0.649
H 2.817 -1.972 0.445
H 1.752 -1.963 -0.923
H -2.910 -0.023 0.834
H -2.191 -0.230 -0.901
H -3.625 0.795 -0.382
H 1.354 0.259 -1.054
H -0.038 2.203 0.563
*
```

Formally, the natural (NBO) partial charges of the atoms, in units of the elementary charge, are as follows: -0.696 -0.517 -0.119 -0.156 0.151 0.151 0.248 0.257 0.238 0.276 0.271 0.280 0.201 0.414

---

# 3
DFT (wB97M-V/def2-TZVPD) results for a molecular structure, C16H26B2Br2ClF4O6Tl.

Calculated values
M	811.64	g mol⁻¹
gap between HOMO and LUMO	3.125	eV
energy	-198794.1577	eV

Structure (ORCA input):
```
! RIJCOSX wB97M-V def2-TZVPD def2/J DEFGRID3
* xyz 2 1
O -2.110 1.452 5.566
C -1.918 0.442 4.674
O -0.862 -0.525 5.010
C -2.871 0.415 3.331
C -2.397 -0.731 2.214
C -2.047 -0.105 0.741
C -0.868 -0.960 -0.082
C -1.663 -2.340 -0.432
C -1.777 -2.728 -2.016
C -2.917 -1.896 -2.860
F -3.103 -0.490 -2.442
Br -4.684 -2.825 -2.437
C -2.759 -2.003 -4.499
F -4.071 -2.486 -5.070
F -1.742 -3.016 -4.934
Br -2.464 -0.173 -5.265
O 0.278 -1.015 0.885
B 1.089 0.254 0.890
C 2.618 -0.350 0.860
C 3.801 0.718 1.241
C 4.521 1.448 -0.038
Cl 5.481 2.912 0.657
C 0.714 1.399 2.032
B 0.725 2.900 1.311
O -0.580 3.473 0.826
O 1.961 3.726 1.151
O 0.545 0.907 -0.353
C -0.204 -0.033 -1.253
C 1.014 -0.601 -2.190
C 2.080 0.555 -2.699
F 2.323 0.366 -4.178
H 0.024 -0.056 4.988
H -3.967 0.149 3.717
H -2.825 1.483 2.841
H -3.364 -1.414 2.063
H -1.579 -1.433 2.668
H -3.050 -0.188 0.099
H -1.808 1.064 0.762
H -1.074 -3.223 0.114
H -2.769 -2.400 0.010
H -0.735 -2.729 -2.597
H -2.127 -3.870 -2.050
H 2.908 -0.902 -0.146
H 2.656 -1.199 1.698
H 3.496 1.558 1.996
H 4.655 0.087 1.786
H 3.734 1.915 -0.778
H 5.249 0.679 -0.550
H -0.339 1.260 2.522
H 1.516 1.380 2.915
H -0.541 4.476 0.858
H 1.664 4.650 1.421
H -0.900 0.717 -1.838
H 1.550 -1.556 -1.719
H 0.499 -1.013 -3.186
H 3.114 0.359 -2.186
H 1.675 1.652 -2.584
Tl 4.222 -0.135 -3.461
*
```

Formally, the Löwdin partial charges of the atoms, in units of the elementary charge, are as follows: -0.012 -0.272 -0.013 -0.070 -0.157 -0.078 -0.229 -0.081 -0.169 -0.625 -0.148 0.813 -0.622 -0.145 -0.052 0.781 0.138 -0.720 0.026 -0.210 -0.539 0.536 0.142 -0.368 0.059 0.055 0.007 -0.100 -0.058 -0.200 -0.249 0.123 0.156 0.135 0.133 0.127 0.155 0.135 0.164 0.132 0.121 0.143 0.129 0.175 0.111 0.164 0.077 0.079 0.121 0.161 0.130 0.135 0.202 0.153 0.143 -0.127 0.186 1.198

---

# 4
DFT (wB97M-V/def2-TZVPD) results for a molecular structure, B5F20Zn.

Calculated values
M	499.41	g mol⁻¹
gap between HOMO and LUMO	11.318	eV
energy	-106184.6153	eV

Structure (ORCA input):
```
! RIJCOSX wB97M-V def2-TZVPD def2/J DEFGRID3
* xyz -3 1
Zn -0.886 0.156 12.592
B -1.354 -1.609 14.518
F -1.908 -1.642 15.784
F -0.829 -2.821 14.127
F -2.288 -1.140 13.536
F -0.317 -0.590 14.475
B -1.588 2.390 15.188
F -0.254 2.705 15.515
F -2.337 3.580 15.065
F -1.613 1.707 13.924
F -2.161 1.593 16.180
B 1.018 1.827 11.537
F 0.969 3.205 11.653
F -0.186 1.341 10.915
F 2.143 1.410 10.844
F 0.980 1.187 12.819
B -3.548 0.308 10.610
F -2.699 -0.282 9.684
F -4.518 -0.612 11.035
F -2.811 0.775 11.760
F -4.178 1.438 10.036
B 0.612 -2.200 10.688
F -0.112 -3.313 10.233
F 1.628 -2.618 11.553
F 1.128 -1.483 9.619
F -0.311 -1.345 11.435
*
```

Formally, the natural (NBO) partial charges of the atoms, in units of the elementary charge, are as follows: 1.807 1.337 -0.555 -0.552 -0.582 -0.595 1.366 -0.577 -0.585 -0.607 -0.571 1.342 -0.559 -0.585 -0.558 -0.588 1.358 -0.562 -0.578 -0.602 -0.587 1.373 -0.575 -0.571 -0.562 -0.629